No. 1
DFT (ωB97M-V with the def2-TZVPD basis set) results for a single C9H13BO3 molecule in a non-equilibrium geometry.

Each line ends with the Löwdin charge.
Element x y z (Å)
C 1.504 -3.507 -2.803  -0.148
O 0.562 -2.578 -3.142  -0.098
C 0.463 -1.518 -2.195  -0.242
C 1.432 -1.176 -1.236  -0.035
C 1.253 -0.200 -0.273  -0.017
C 0.065 0.577 -0.348  -0.229
C -0.215 1.617 0.691  -0.185
C -1.077 1.100 1.822  -0.082
B -1.125 2.130 3.038  -0.806
O -1.999 3.152 2.995  0.172
O -0.375 1.986 4.075  0.228
C -0.845 0.291 -1.338  -0.046
C -0.673 -0.772 -2.198  -0.029
H 1.241 -4.406 -3.356  0.097
H 2.547 -3.102 -2.771  0.100
H 1.331 -3.764 -1.749  0.089
H 2.408 -1.686 -1.126  0.112
H 1.992 -0.103 0.490  0.107
H -0.674 2.469 0.292  0.099
H 0.707 2.061 1.194  0.140
H -2.113 1.042 1.397  0.121
H -0.828 0.146 2.312  0.119
H -1.995 3.620 3.880  0.133
H -0.317 2.710 4.729  0.134
H -1.836 0.823 -1.407  0.139
H -1.434 -0.912 -2.971  0.126

As for the LUMO energy: 0.17 eV. As for the structure (SMILES): COc1ccc(CCB(O)O)cc1. For the orbital gap, the calculation gives 8.56 eV.

No. 2
DFT (ωB97M-V with the def2-TZVPD basis set) results for 2 unconnected molecules or ions with the total composition C5H7Cl in a non-equilibrium geometry.

Each line ends with the Löwdin charge.
Element x y z (Å)
C -0.042 1.157 -0.224  -0.337
C 0.814 1.755 -1.045  0.077
C -0.330 0.780 1.220  -0.067
C -0.994 0.255 0.020  -0.673
C 0.296 -2.420 -0.044  0.125
Cl -2.624 0.157 -0.529  0.654
H 0.862 1.656 -2.139  0.070
H 1.647 2.352 -0.689  0.058
H 0.402 0.054 1.607  0.096
H -0.879 1.286 1.936  0.076
H 1.158 -1.939 -0.347  -0.031
H -0.115 -3.165 -0.592  -0.046
H -0.195 -1.928 0.825  -0.004

As for the LUMO energy (alpha / beta): 0.15 / -0.73 eV. For the orbital gap (alpha / beta), the calculation gives 8.14 / 8.05 eV.

No. 3
DFT (ωB97M-V with the def2-TZVPD basis set) results for a single C21H25N3O5S2 molecule.

Each line ends with the Löwdin charge.
Element x y z (Å)
C -2.290 -4.737 -0.676  -0.103
C -2.596 -3.822 0.504  -0.249
C -3.469 -2.628 0.118  -0.182
C -2.711 -1.544 -0.655  -0.155
N -1.704 -0.918 0.160  -0.016
C -1.932 0.017 1.129  -0.608
S -3.527 0.673 1.396  1.022
C -3.098 2.455 1.329  -0.336
C -2.735 2.720 -0.121  -0.439
O -3.587 2.984 -0.939  0.090
C -1.320 2.492 -0.487  -0.175
C -1.048 1.846 -1.686  -0.010
C 0.251 1.514 -2.031  0.007
C 1.306 1.849 -1.197  -0.196
O 2.607 1.531 -1.402  -0.082
C 2.949 0.766 -2.539  -0.064
C 1.043 2.576 -0.010  -0.204
O 2.141 2.912 0.716  -0.093
C 1.950 3.471 1.996  -0.068
C -0.259 2.875 0.338  0.031
N -0.857 0.409 1.757  0.147
C 0.169 -0.280 1.172  -0.204
C 1.540 -0.209 1.394  0.017
C 2.340 -0.954 0.562  -0.276
S 4.110 -0.802 0.700  0.624
N 4.254 0.795 1.178  -0.049
O 4.617 -1.604 1.772  -0.295
O 4.689 -1.006 -0.605  -0.316
C 1.838 -1.789 -0.432  -0.065
C 0.478 -1.901 -0.644  0.011
C -0.351 -1.126 0.155  -0.157
H -1.751 -4.212 -1.460  0.053
H -3.211 -5.129 -1.101  0.075
H -1.678 -5.576 -0.353  0.074
H -3.119 -4.401 1.267  0.108
H -1.663 -3.467 0.947  0.102
H -4.304 -2.968 -0.496  0.118
H -3.882 -2.169 1.020  0.093
H -2.223 -1.962 -1.536  0.121
H -3.417 -0.771 -0.975  0.113
H -4.010 2.981 1.608  0.088
H -2.296 2.620 2.040  0.068
H -1.868 1.578 -2.335  0.123
H 0.431 0.986 -2.953  0.112
H 2.334 -0.134 -2.610  0.086
H 2.850 1.358 -3.454  0.103
H 3.985 0.466 -2.390  0.085
H 2.942 3.525 2.441  0.096
H 1.306 2.838 2.614  0.096
H 1.525 4.478 1.933  0.099
H -0.460 3.427 1.241  0.113
H 1.971 0.412 2.158  0.118
H 5.208 1.013 1.419  0.078
H 3.899 1.425 0.469  0.047
H 2.546 -2.332 -1.036  0.117
H 0.086 -2.550 -1.411  0.107

As for the LUMO energy: 0.25 eV. As for the structure (SMILES): CCCCn1c(SCC(=O)c2ccc(OC)c(OC)c2)nc2cc(S(N)(=O)=O)ccc21. For the orbital gap, the calculation gives 8.61 eV.

No. 4
DFT (ωB97M-V with the def2-TZVPD basis set) results for a molecular structure, C28H26AuBrF2INO in a non-equilibrium geometry.

Each line ends with the Löwdin charge.
Element x y z (Å)
Au 0.325 -2.377 0.060  0.615
Br 5.175 0.888 -2.493  0.674
C 5.930 -0.790 -2.030  -0.742
C 7.304 -0.945 -2.169  -0.163
C 7.894 -2.155 -1.845  -0.117
C 7.108 -3.208 -1.395  -0.107
C 5.738 -3.039 -1.270  -0.167
C 5.126 -1.829 -1.583  -0.683
I 2.995 -1.690 -1.164  0.925
H 7.902 -0.117 -2.526  0.086
H 8.966 -2.274 -1.940  0.091
H 7.561 -4.157 -1.139  0.094
H 5.116 -3.854 -0.920  0.088
O -0.644 -1.986 -2.457  -0.151
C -1.540 -1.150 -2.728  -0.589
C -2.210 -1.281 -4.114  -0.129
C -2.024 -0.069 -5.030  -0.221
C -2.952 1.092 -4.681  -0.244
C -2.646 1.716 -3.323  -0.214
C -2.925 0.784 -2.137  -0.271
N -1.935 -0.222 -1.896  -0.008
H -3.282 -1.457 -3.955  0.104
H -1.783 -2.166 -4.585  0.096
H -2.216 -0.368 -6.068  0.092
H -0.986 0.274 -4.976  0.113
H -3.987 0.727 -4.685  0.100
H -2.872 1.864 -5.456  0.091
H -3.249 2.624 -3.202  0.093
H -1.590 2.000 -3.282  0.110
H -3.938 0.354 -2.250  0.101
H -2.939 1.399 -1.229  0.098
H -1.152 -0.458 -0.312  0.059
F 1.321 -5.000 -1.153  -0.149
C 1.092 -4.359 0.074  -0.538
F 0.318 -5.297 0.787  -0.146
H 2.072 -4.398 0.577  0.025
C -0.503 -0.590 0.688  -0.217
C -0.754 0.135 1.669  -0.116
C -1.096 0.976 2.719  -0.199
C -1.078 2.403 2.440  -0.180
C -1.941 3.321 3.078  -0.067
C -1.946 4.667 2.756  -0.132
C -1.104 5.170 1.772  -0.149
C -0.283 4.275 1.090  -0.119
C -0.276 2.931 1.404  -0.039
C -1.551 0.380 3.957  -0.181
C -1.906 -0.989 4.018  -0.037
C -2.348 -1.571 5.189  -0.120
C -2.443 -0.837 6.368  -0.152
C -2.031 0.490 6.352  -0.134
C -1.585 1.081 5.184  -0.071
H -2.656 2.959 3.805  0.095
H -2.628 5.338 3.270  0.085
H -1.102 6.225 1.523  0.076
H 0.357 4.641 0.294  0.089
H 0.349 2.252 0.837  0.106
H -1.829 -1.583 3.117  0.100
H -2.623 -2.621 5.195  0.090
H -2.821 -1.292 7.276  0.075
H -2.054 1.065 7.273  0.084
H -1.223 2.100 5.222  0.094

As for the LUMO energy: 3.94 eV. For the orbital gap, the calculation gives 4.77 eV. Its net charge is -2.

No. 5
DFT (ωB97M-V with the def2-TZVPD basis set) results for 2 unconnected molecules or ions with the total composition H4NO2PS in a non-equilibrium geometry.

Each line ends with the Löwdin charge.
Element x y z (Å)
N 2.047 -1.416 -0.028  -0.042
O 0.090 1.355 -0.836  -0.286
O -0.023 0.695 1.448  -0.279
P 0.005 0.004 0.017  0.430
S -2.066 -0.607 -0.258  0.377
H 1.868 -1.948 -0.875  -0.114
H 0.359 1.254 -1.750  0.062
H 0.243 0.090 2.146  0.066
H -2.522 0.573 0.136  -0.215

As for the LUMO energy (alpha / beta): 0.71 / -0.54 eV. For the orbital gap (alpha / beta), the calculation gives 8.68 / 8.79 eV. As for the spin multiplicity: 3.

No. 6
DFT (ωB97M-V with the def2-TZVPD basis set) results for a molecular structure, C4H7NO.

Each line ends with the Löwdin charge.
Element x y z (Å)
O -0.664 0.104 -1.866  -0.052
C -0.642 0.626 -0.684  -0.684
C 0.766 0.929 -0.049  -0.100
C 0.840 -0.344 0.832  -0.187
C -0.077 -1.168 -0.023  0.164
N -1.644 0.792 0.176  0.107
H 1.531 0.903 -0.830  0.115
H 0.813 1.856 0.528  0.112
H 1.836 -0.797 0.932  0.119
H 0.394 -0.167 1.814  0.117
H 0.355 -1.661 -0.887  0.112
H -0.993 -1.603 0.365  0.114
H -2.515 0.531 -0.308  0.061

As for the LUMO energy (alpha / beta): -1.61 / -1.50 eV. For the orbital gap (alpha / beta), the calculation gives 7.15 / 7.39 eV.